ORCA calculation (ωB97M-V with the def2-TZVPD basis set) on a structure of composition C31H31As2NO3Pd.

```
! RIJCOSX wB97M-V def2-TZVPD def2/J DEFGRID3
* xyz 0 1
Pd -0.96 0.10 -0.51
C -2.57 -1.25 -3.61
As -1.68 -1.62 -1.93
C -2.83 -2.97 -1.15
C -0.12 -2.65 -2.43
C -0.07 -3.27 -3.68
C 1.02 -4.05 -4.03
C 2.06 -4.23 -3.14
C 2.01 -3.61 -1.90
C 0.94 -2.81 -1.52
As 0.95 -1.89 0.22
C 1.12 -3.48 1.36
C 2.82 -1.33 0.21
H -2.82 -2.17 -4.13
H -1.93 -0.62 -4.23
H -3.49 -0.71 -3.38
H -2.89 -3.83 -1.81
H -3.82 -2.56 -0.98
H -2.41 -3.27 -0.19
H -0.88 -3.14 -4.38
H 1.05 -4.52 -5.01
H 2.91 -4.84 -3.41
H 2.84 -3.74 -1.22
H 1.95 -4.11 1.04
H 0.19 -4.05 1.33
H 1.30 -3.15 2.38
H 3.50 -2.17 0.12
H 3.03 -0.80 1.14
H 2.97 -0.64 -0.63
O -0.37 1.92 0.47
C 1.01 2.27 0.18
C 1.48 1.55 -1.12
O 2.56 1.88 -1.58
O 0.70 0.66 -1.62
C 1.06 3.79 0.04
C 1.06 4.40 -1.20
C 0.99 5.79 -1.29
C 0.92 6.56 -0.15
C 0.91 5.95 1.10
C 0.99 4.57 1.19
C 1.85 1.77 1.35
C 1.26 1.14 2.44
C 2.04 0.67 3.49
C 3.41 0.83 3.47
C 4.00 1.46 2.38
C 3.23 1.93 1.33
H -0.93 2.71 0.46
H 1.14 3.81 -2.10
H 1.00 6.26 -2.27
H 0.87 7.64 -0.22
H 0.86 6.55 2.00
H 1.00 4.09 2.16
H 0.18 1.01 2.47
H 1.56 0.19 4.34
H 4.02 0.47 4.29
H 5.08 1.59 2.35
H 3.69 2.41 0.48
N -6.86 -1.01 3.76
C -5.95 -0.85 3.08
C -4.80 -0.65 2.24
C -4.92 0.07 1.06
C -3.82 0.26 0.24
C -2.57 -0.28 0.58
C -2.47 -1.01 1.77
C -3.57 -1.19 2.60
H -5.88 0.49 0.78
H -3.93 0.82 -0.67
H -1.51 -1.43 2.06
H -3.47 -1.75 3.52
*
```

As for the maximum force: 0.52 eV/A. For the orbital gap, the calculation gives 8.09 eV. The energy above the lowest of the compared OMol25 structures with the same formula, charge and spin comes out at 0.00 kcal per mole. Its total energy is -6079.79780 Eh. The LUMO energy is 0.0099 hartree.

=====

ORCA calculation (ωB97M-V with the def2-TZVPD basis set) on a structure of composition C31H31BHgN10OS2.

```
! RIJCOSX wB97M-V def2-TZVPD def2/J DEFGRID3
* xyz -1 2
Hg 0.24 0.16 -0.30
C -0.02 -1.77 4.01
C 0.02 -1.63 2.65
N -0.22 -0.45 2.01
C -0.57 0.65 2.77
C -0.57 0.60 4.19
C -0.29 -0.65 4.82
C -0.86 1.77 4.91
C -1.11 2.96 4.25
C -1.12 3.01 2.86
C -0.89 1.85 2.10
N -0.86 1.85 0.71
C -1.63 2.61 -0.07
C -2.80 3.29 0.32
C -3.53 4.08 -0.57
C -3.16 4.26 -1.88
C -2.01 3.57 -2.35
C -1.54 3.70 -3.67
C -0.42 3.03 -4.08
C 0.21 2.18 -3.16
N -0.21 2.02 -1.93
C -1.28 2.72 -1.48
H 0.17 -2.74 4.45
H 0.25 -2.47 2.00
H -0.31 -0.72 5.90
H -0.86 1.73 6.00
H -1.29 3.87 4.81
H -1.30 3.95 2.36
H -3.13 3.20 1.34
H -4.42 4.58 -0.20
H -3.71 4.90 -2.56
H -2.08 4.35 -4.35
H -0.04 3.13 -5.08
H 1.10 1.62 -3.44
C 1.65 -1.41 -3.73
N 0.64 -2.35 -3.30
C -0.31 -2.95 -4.09
C -1.04 -3.74 -3.28
N -0.56 -3.61 -2.00
B -1.18 -4.32 -0.77
N -1.98 -3.31 0.14
C -2.43 -3.75 1.37
C -3.07 -2.74 1.98
N -3.03 -1.67 1.12
C -3.53 -0.35 1.41
C -2.37 -2.03 -0.01
S -2.13 -0.97 -1.34
C 0.46 -2.74 -2.02
S 1.40 -2.15 -0.71
H 1.57 -1.28 -4.80
H 2.64 -1.78 -3.47
H 1.52 -0.45 -3.22
H -0.37 -2.76 -5.15
H -1.89 -4.36 -3.48
H -1.95 -5.16 -1.20
H -0.31 -4.81 -0.08
H -2.21 -4.75 1.72
H -3.50 -2.66 2.96
H -3.33 -0.11 2.46
H -4.60 -0.29 1.21
H -3.01 0.37 0.78
C 5.70 0.32 -2.15
N 4.97 0.24 -0.90
C 5.53 -0.29 0.21
C 4.84 -0.43 1.36
C 3.47 0.02 1.34
N 2.92 0.51 0.24
C 3.60 0.59 -0.92
O 3.12 0.95 -1.99
N 2.74 -0.04 2.45
H 6.76 0.22 -1.94
H 5.50 1.28 -2.63
H 5.39 -0.46 -2.84
H 6.57 -0.58 0.12
H 5.29 -0.85 2.24
H 3.04 -0.62 3.21
H 1.73 0.06 2.35
*
```

As for the maximum force: 0.56 eV/A. For the orbital gap (spin up / spin down), the calculation gives 3.98 / 5.77 eV. The energy above the lowest of the compared OMol25 structures with the same formula, charge and spin comes out at 0.00 kcal per mole. Its total energy is -2797.57472 Eh. The LUMO energy (spin up / spin down) is 0.0870 / 0.0870 hartree.

=====

ORCA calculation (ωB97M-V with the def2-TZVPD basis set) on a structure of composition C31H31BrCrNO4S in a non-equilibrium geometry.

```
! RIJCOSX wB97M-V def2-TZVPD def2/J DEFGRID3
* xyz 0 2
Cr -0.52 0.65 0.28
C 3.27 -2.33 1.35
C 2.82 -1.22 0.43
C 2.87 0.12 0.86
C 3.31 0.44 2.27
C 2.47 1.14 -0.02
C 2.78 2.59 0.27
C 1.92 0.80 -1.28
C 1.53 1.94 -2.20
C 1.93 -0.53 -1.71
C 1.48 -0.91 -3.11
C 2.36 -1.54 -0.85
C 2.29 -2.98 -1.30
H 2.41 -2.87 1.76
H 3.86 -1.96 2.19
H 3.89 -3.05 0.82
H 4.40 0.36 2.37
H 2.86 -0.25 2.97
H 3.02 1.44 2.57
H 1.88 3.20 0.42
H 3.33 3.02 -0.57
H 3.40 2.71 1.15
H 2.43 2.40 -2.65
H 1.01 2.73 -1.66
H 0.89 1.63 -3.01
H 0.48 -1.36 -3.08
H 2.16 -1.63 -3.54
H 1.45 -0.06 -3.78
H 3.20 -3.28 -1.82
H 1.45 -3.15 -1.97
H 2.15 -3.66 -0.45
S -2.75 0.67 1.05
C -2.98 0.60 -0.66
C -4.20 0.46 -1.34
C -4.18 0.37 -2.71
C -2.96 0.41 -3.39
C -1.81 0.55 -2.66
N -1.81 0.67 -1.32
H -5.11 0.41 -0.76
H -5.10 0.26 -3.26
H -2.91 0.32 -4.46
H -0.84 0.55 -3.14
O -1.18 -2.45 -1.49
C -0.83 -2.32 -0.34
O -0.45 -1.18 0.19
C -0.65 -3.51 0.56
C -0.71 -4.78 0.02
C -0.53 -5.89 0.83
C -0.30 -5.73 2.19
C -0.25 -4.46 2.74
C -0.42 -3.34 1.93
H -0.90 -4.89 -1.04
H -0.57 -6.89 0.40
H -0.17 -6.60 2.82
H -0.08 -4.33 3.80
H -0.37 -2.34 2.33
Br 0.27 5.48 1.73
C 0.48 4.39 3.26
C 0.76 5.07 4.44
C 0.95 4.37 5.62
C 0.86 2.99 5.64
C 0.58 2.31 4.46
C 0.38 2.99 3.26
C 0.09 2.12 2.08
O -0.30 2.56 0.95
O 0.22 0.86 2.19
H 0.84 6.15 4.42
H 1.17 4.92 6.53
H 1.00 2.44 6.56
H 0.51 1.24 4.45
*
```

As for the maximum force: 1.38 eV/A. For the orbital gap (spin up / spin down), the calculation gives 7.39 / 7.96 eV. The energy above the lowest of the compared OMol25 structures with the same formula, charge and spin comes out at 5.30 kcal per mole. Its total energy is -5572.37656 Eh. The LUMO energy (spin up / spin down) is -0.0246 / -0.0053 hartree.